The following is a quantum chemistry calculation of the ion HN4O3 with charge -1 at a distorted geometry, from the OMol25 dataset.

Properties
ΔE to the lowest compared entry with this formula, charge and spin	67.4	kcal/mol
charge	-1
electronic energy	-445.1040	hartree
HOMO energy (alpha / beta)	-2.39 / -2.39	eV

XYZ file:
```
8
HN4O3 (ωB97M-V/def2-TZVPD)
H -1.00219 -1.49524 1.22871
N -0.43125 -1.75143 0.39368
N 0.19847 -0.77158 -0.10345
N 0.50403 0.34034 0.47497
O 0.32500 0.70341 1.69648
O 1.04263 1.23558 -0.41913
N 0.22858 0.73871 -1.68904
O -0.86525 1.00022 -1.58223
```